(1)
C3H12N5 | ωB97M-V with the def2-TZVPD basis set

## Properties
**Electronic energy**: -10747.514 eV
**Charge**: +1
**Kohn-Sham gap**: 0.2885 Ha
**HOMO level**: -13.19 eV
**Relative energy (zero: lowest compared OMol25 entry of this formula, charge and spin)**: 89.7 kcal/mol

```
20
Properties=species:S:1:pos:R:3:nbo_charge:R:1
N 1.441 0.985 -1.028 -0.751
C -0.041 1.163 -1.382 0.683
N -0.269 2.531 -1.368 -0.741
N -1.333 0.616 -1.366 -0.730
H 1.348 1.071 -0.009 0.400
H 1.594 -0.025 -1.189 0.427
H -0.963 2.765 -0.662 0.420
H 0.638 2.926 -1.138 0.413
H -1.773 1.107 -2.142 0.439
H -1.200 -0.375 -1.555 0.428
C -0.640 -0.448 2.109 -0.430
N -0.427 -1.046 0.784 -0.611
C 0.513 -2.042 0.656 0.294
N 1.121 -2.298 -0.427 -0.751
H -1.055 0.548 1.962 0.202
H -1.361 -1.005 2.722 0.230
H 0.274 -0.369 2.710 0.198
H -0.213 -0.321 0.108 0.333
H 0.688 -2.623 1.574 0.171
H 1.657 -3.161 -0.359 0.377
```

(2)
C3H12N6O3Tl | ωB97M-V with the def2-TZVPD basis set

## Properties
**Electronic energy**: -23049.106 eV
**Charge**: +3
**Kohn-Sham gap**: 0.0510 Ha
**HOMO level**: -17.55 eV
**Relative energy (zero: lowest compared OMol25 entry of this formula, charge and spin)**: 60.9 kcal/mol

```
25
Properties=species:S:1:pos:R:3:nbo_charge:R:1
Tl 11.663 13.428 3.007 0.999
C 11.654 15.234 8.747 0.713
O 11.551 15.235 7.544 -0.436
N 10.811 14.669 9.522 -0.657
N 12.692 15.770 9.315 -0.687
H 10.023 14.134 9.186 0.451
H 10.963 14.871 10.500 0.421
H 13.476 15.991 8.718 0.436
H 12.784 15.688 10.318 0.420
C 15.843 12.137 7.566 0.711
O 15.056 12.347 6.660 -0.402
N 15.489 11.417 8.583 -0.662
N 17.026 12.640 7.689 -0.753
H 14.627 10.916 8.422 0.430
H 15.984 11.422 9.464 0.432
H 17.629 12.240 8.394 0.428
H 17.210 13.461 7.131 0.434
C 13.411 16.315 -2.172 0.716
O 13.244 15.741 -1.078 -0.422
N 14.407 17.016 -2.514 -0.688
N 12.470 16.170 -3.119 -0.628
H 14.330 17.508 -3.393 0.432
H 15.189 16.926 -1.881 0.452
H 12.757 16.757 -3.889 0.411
H 11.553 15.878 -2.814 0.447
```